(1)
{
  "formula": "C20H40BIN6O7S",
  "method": "ωB97M-V/def2-TZVPD",
  "elements": ["C", "C", "C", "O", "N", "C", "C", "C", "I", "C", "N", "C", "C", "S", "C", "N", "N", "C", "O", "N", "C", "O", "C", "C", "O", "C", "C", "B", "O", "N", "C", "C", "H", "H", "H", "H", "H", "H", "H", "H", "H", "H", "H", "H", "H", "H", "H", "H", "H", "H", "H", "H", "H", "H", "H", "H", "H", "H", "H", "H", "H", "H", "H", "H", "H", "H", "H", "H", "H", "C", "C", "O", "O", "H", "H", "H"],
  "positions_angstrom": [[1.115, -3.237, 2.457], [2.403, -2.725, 1.719], [2.408, -3.043, 0.173], [1.080, -2.930, -0.396], [0.934, -1.675, -0.988], [1.149, -1.803, -2.468], [2.128, -0.730, -3.091], [1.418, 0.228, -4.138], [3.116, 0.524, -1.625], [-0.405, -1.162, -0.725], [-1.380, -1.955, -1.048], [-2.801, -1.614, -0.855], [-3.262, -2.215, 0.530], [-5.007, -2.866, 0.455], [-5.759, -2.128, 1.933], [-6.340, -0.930, 1.816], [-6.820, -0.660, 3.055], [-6.540, -1.670, 3.867], [-5.829, -2.637, 3.191], [-0.532, 0.120, -0.207], [-1.061, 1.160, -1.108], [-0.031, 2.121, -1.325], [-0.241, 3.289, -0.529], [-1.421, 4.227, -1.019], [-2.216, 4.587, 0.118], [-1.712, 5.749, 0.776], [-0.802, 5.408, 2.029], [-0.812, 0.273, 1.238], [-2.050, 0.836, 1.617], [0.239, -0.121, 2.185], [-0.194, 0.074, 3.589], [1.317, 0.922, 1.973], [0.182, -2.894, 1.947], [1.119, -2.794, 3.487], [1.156, -4.344, 2.587], [2.575, -1.641, 1.933], [3.273, -3.262, 2.186], [3.118, -2.321, -0.298], [2.838, -4.060, 0.040], [1.584, -2.815, -2.671], [0.193, -1.746, -3.053], [2.943, -1.247, -3.673], [0.376, 0.503, -3.839], [1.479, -0.174, -5.179], [2.004, 1.182, -4.146], [-1.160, -2.871, -1.451], [-3.067, -0.550, -1.004], [-3.372, -2.189, -1.634], [-3.275, -1.409, 1.295], [-2.584, -3.037, 0.878], [-6.844, -1.640, 4.924], [-2.032, 1.622, -0.813], [-1.228, 0.695, -2.120], [-0.394, 3.090, 0.561], [0.704, 3.889, -0.605], [-2.011, 3.653, -1.771], [-0.964, 5.119, -1.507], [-2.604, 6.282, 1.206], [-1.217, 6.485, 0.100], [-0.814, 6.247, 2.771], [0.235, 5.224, 1.662], [-1.170, 4.508, 2.577], [-2.504, 0.298, 2.283], [0.639, 0.020, 4.327], [-0.621, 1.115, 3.689], [-1.042, -0.616, 3.846], [1.597, 1.037, 0.903], [0.898, 1.906, 2.316], [2.196, 0.648, 2.605], [6.897, -1.414, -3.409], [6.025, -1.223, -4.659], [4.933, -1.860, -4.661], [6.500, -0.461, -5.521], [6.425, -2.092, -2.693], [7.866, -1.831, -3.693], [7.058, -0.451, -2.919]],
  "mulliken_charge": [-0.68, -0.18, -0.29, -0.53, 1.34, -0.62, -0.32, -1.07, 0.05, -2.04, 0.34, -0.58, 0.16, -0.20, 0.58, -0.21, -0.36, 0.02, -0.27, 0.84, -1.08, -0.10, 0.24, -0.62, -0.39, -0.27, -0.87, 1.24, -0.95, 0.27, -1.14, -1.02, -0.19, 0.27, 0.41, -0.08, 0.48, 0.03, 0.41, 0.25, 0.33, 0.44, 0.21, 0.37, 0.36, 0.41, 0.08, 0.69, -0.37, 0.32, 0.40, 0.33, 0.21, -0.21, 0.41, 0.41, 0.36, 0.31, 0.29, 0.40, 0.22, 0.15, 0.29, 0.37, 0.31, 0.31, 0.00, 0.36, 0.40, -0.75, 0.54, -0.75, -0.71, 0.19, 0.30, 0.18]
}

(2)
{
  "formula": "C6H12N2",
  "method": "ωB97M-V/def2-TZVPD",
  "elements": ["C", "C", "C", "C", "C", "C", "H", "H", "H", "H", "H", "H", "H", "H", "H", "H", "H", "H", "N", "N"],
  "positions_angstrom": [[1.239, 0.563, -1.607], [0.374, 1.624, -0.843], [0.079, 1.483, 0.785], [-0.566, 0.006, 1.094], [0.387, -1.284, 0.897], [-0.618, -2.207, 0.044], [1.065, 0.847, -2.551], [0.920, -0.483, -1.517], [2.408, 0.289, -1.328], [0.707, 2.700, -0.928], [-0.727, 1.295, -1.192], [1.073, 1.797, 1.416], [-0.740, 2.190, 1.044], [-0.838, 0.000, 2.232], [0.868, -2.010, 1.654], [1.313, -1.262, 0.200], [-0.294, -3.069, -0.550], [-2.910, -0.191, 0.433], [-1.739, -1.750, 0.023], [-2.001, -0.540, 0.692]],
  "mulliken_charge": [-1.02, -0.36, -0.61, 0.08, -0.62, -0.17, 0.41, 0.23, 0.24, 0.35, 0.21, 0.28, 0.34, 0.26, 0.29, 0.10, 0.41, 0.23, -0.48, -0.17],
  "e_above_lowest_kcal_mol": 117.2,
  "smiles": "CCC[C@@H]1CC=NN1"
}

(3)
{
  "formula": "C8H20N5",
  "method": "ωB97M-V/def2-TZVPD",
  "elements": ["C", "C", "C", "C", "C", "C", "C", "C", "N", "N", "N", "N", "N", "H", "H", "H", "H", "H", "H", "H", "H", "H", "H", "H", "H", "H", "H", "H", "H", "H", "H", "H", "H"],
  "positions_angstrom": [[-1.643, -1.218, -0.962], [-2.907, 0.447, 0.273], [-1.539, -2.716, -0.501], [2.836, 0.619, -1.580], [3.450, 0.541, -0.175], [2.589, -0.137, 0.959], [1.754, 1.004, 1.655], [-0.505, 0.218, 0.754], [-0.557, -0.377, -0.554], [-3.982, 1.267, 0.282], [-2.896, -0.648, -0.427], [0.487, 1.230, 0.925], [-1.805, 0.919, 0.932], [-1.847, -2.680, 0.500], [-2.242, -3.365, -0.993], [-0.475, -2.955, -0.602], [2.099, 1.495, -1.705], [3.493, 0.558, -2.332], [2.208, -0.340, -1.642], [4.429, -0.037, -0.475], [3.937, 1.512, 0.094], [1.749, -0.705, 0.452], [3.143, -0.974, 1.443], [2.447, 1.870, 1.808], [1.639, 0.578, 2.652], [-0.385, -0.651, 1.558], [-0.167, 0.202, -1.319], [-4.736, 1.203, -0.345], [-3.802, 2.247, 0.532], [-3.870, -0.984, -0.848], [-1.731, -1.373, -2.113], [0.634, 1.699, 0.023], [-1.807, 1.547, 1.731]],
  "mulliken_charge": [-0.03, 0.49, -1.36, -0.88, -0.64, 0.30, -1.03, -0.18, -0.16, -0.46, -0.19, -0.34, -0.16, 0.37, 0.44, 0.32, 0.12, 0.51, 0.14, 0.30, 0.32, -0.21, 0.42, 0.52, 0.27, 0.25, 0.23, 0.21, 0.23, 0.33, 0.30, 0.25, 0.31],
  "charge": 1,
  "e_above_lowest_kcal_mol": 19.4,
  "smiles": "CCCCN[C@@H]1N[C@@H](C)NC(N)=[NH+]1"
}

(4)
{
  "formula": "C11H26I2O9PTa",
  "method": "ωB97M-V/def2-TZVPD",
  "elements": ["C", "C", "O", "O", "C", "C", "C", "Ta", "I", "C", "O", "O", "C", "O", "O", "P", "O", "I", "H", "H", "H", "H", "H", "H", "H", "H", "H", "H", "H", "H", "H", "H", "C", "C", "O", "H", "H", "H", "H", "H", "H", "C", "C", "O", "H", "H", "H", "H", "H", "H"],
  "positions_angstrom": [[-2.826, -2.074, -2.461], [-1.300, -2.669, -2.372], [-1.043, -3.599, -1.410], [-0.154, -2.281, -3.209], [0.382, -0.959, -2.851], [0.558, -0.704, -1.231], [-0.594, 0.377, -0.793], [-0.331, 1.309, 1.309], [-0.164, 2.413, 4.009], [-1.525, 3.179, 0.619], [-2.242, 3.009, -0.668], [-1.678, 3.781, -1.590], [1.700, 2.299, 0.805], [2.419, 2.939, 1.766], [2.283, 2.284, -0.546], [0.808, -0.831, 2.288], [2.291, -1.200, 1.438], [-0.895, -2.624, 1.949], [-3.583, -2.926, -2.764], [-3.160, -1.734, -1.367], [-2.870, -1.139, -3.166], [1.483, -0.913, -3.310], [-0.203, -0.070, -3.392], [0.600, -1.679, -0.586], [1.621, -0.179, -1.098], [-1.703, -0.051, -0.858], [-0.549, 1.255, -1.600], [-1.960, 0.549, 1.813], [-0.832, 4.139, 0.470], [-2.342, 3.438, 1.424], [-1.624, 3.216, -2.440], [2.549, -0.395, 0.891], [2.349, 7.241, 3.577], [1.858, 6.254, 4.616], [0.789, 5.484, 4.086], [1.538, 7.907, 3.265], [3.171, 7.846, 3.971], [2.695, 6.718, 2.679], [1.493, 6.781, 5.502], [2.660, 5.577, 4.924], [1.126, 5.013, 3.305], [-0.439, -7.702, -2.745], [-0.162, -7.683, -1.256], [0.228, -6.379, -0.851], [0.450, -7.395, -3.306], [-0.737, -8.701, -3.074], [-1.236, -6.995, -2.999], [0.649, -8.374, -1.009], [-1.050, -7.976, -0.688], [-0.502, -5.774, -1.067]],
  "mulliken_charge": [-0.89, 0.61, -0.51, -0.36, -0.53, -0.08, -0.37, 0.36, -0.37, -0.51, -0.17, -0.40, 0.45, -0.69, -0.71, 0.08, -0.55, -0.19, 0.31, 0.26, 0.29, 0.28, 0.21, 0.22, 0.17, -0.16, 0.15, -0.06, 0.29, 0.21, 0.28, 0.34, -1.00, -0.27, -0.43, 0.25, 0.32, 0.33, 0.27, 0.27, 0.24, -0.98, -0.19, -0.42, 0.25, 0.33, 0.30, 0.28, 0.24, 0.24],
  "charge": -2,
  "e_above_lowest_kcal_mol": 146.6
}

Number 1: HOMO energy -6.0 eV, Kohn-Sham gap 0.1419 Eh, E -64267.47038 eV. Number 2: HOMO energy -8.2 eV, Kohn-Sham gap 0.3403 Eh, E -9391.76795 eV. Number 3: HOMO energy -12.5 eV, Kohn-Sham gap 0.3572 Eh, E -16063.46685 eV. Number 4: HOMO energy -1.4 eV, Kohn-Sham gap 0.2024 Eh, E -57287.93407 eV.